This record from OMol25 describes a 3-piece molecular cluster, C3H6N2O overall. The level of theory is ωB97M-V/def2-TZVPD.

Geometry as XYZ:
```
12
Properties=species:S:1:pos:R:3:mulliken_charge:R:1
O -2.137 1.292 1.330 -0.61
C -1.223 0.739 0.762 0.13
N -1.303 -0.013 -0.421 -0.02
C -0.089 -0.533 -0.753 -0.28
C 0.842 0.034 0.106 -0.30
N 0.099 0.665 1.107 -0.10
H -2.189 -0.294 -0.801 0.22
H 1.990 -1.236 -1.187 0.04
H -0.005 -1.378 -1.429 0.34
H 1.832 -1.135 -0.293 0.01
H 1.684 0.618 -0.245 0.34
H 0.501 1.242 1.824 0.23
```

The calculation puts the total energy at -302.5675 hartree. As for the total charge: 0. For the energy above the lowest of the compared OMol25 structures with the same formula, charge and spin, the calculation gives 329.8 kJ/mol.

=====

This record from OMol25 describes a 2-piece molecular cluster, C3H6N2O overall. The level of theory is ωB97M-V/def2-TZVPD.

Geometry as XYZ:
```
12
Properties=species:S:1:pos:R:3:mulliken_charge:R:1
O -1.390 1.091 2.027 -0.57
C -0.806 0.623 1.071 0.42
N 0.406 -0.119 1.159 -0.29
C 0.610 -0.853 -0.071 -0.49
C -0.218 0.013 -1.009 -0.02
N -1.194 0.721 -0.282 -0.67
H 0.577 -0.580 2.045 0.27
H 0.146 -1.858 -0.078 0.29
H 1.660 -0.947 -0.370 0.33
H 0.809 0.987 -1.501 0.18
H -0.492 -0.352 -2.002 0.44
H -0.050 1.288 -0.991 0.12
```

The calculation puts the total energy at -302.5236 hartree. As for the total charge: 0. For the energy above the lowest of the compared OMol25 structures with the same formula, charge and spin, the calculation gives 445.0 kJ/mol.

=====

This record from OMol25 describes a 2-piece molecular cluster, C3H6N2O overall. The level of theory is ωB97M-V/def2-TZVPD.

Geometry as XYZ:
```
12
Properties=species:S:1:pos:R:3:mulliken_charge:R:1
C 0.093 1.049 0.789 -0.37
C -0.253 -0.095 1.373 -0.26
N -1.291 -0.717 0.505 -0.24
C -1.333 0.184 -0.584 -0.06
N -0.498 1.111 -0.480 -0.41
H 0.519 1.949 1.186 0.34
H 0.003 -0.507 2.324 0.40
H -1.416 -1.817 0.574 0.29
H -1.949 -0.144 -1.461 0.30
H 1.367 -0.485 -1.015 0.31
H 2.558 -0.572 -1.932 0.31
O 2.201 0.042 -1.279 -0.61
```

The calculation puts the total energy at -302.6202 hartree. As for the structure (SMILES): c1c[nH]cn1.O. As for the total charge: 0. For the energy above the lowest of the compared OMol25 structures with the same formula, charge and spin, the calculation gives 191.4 kJ/mol.

=====

This record from OMol25 describes one molecule with the formula C3H6N2O. The level of theory is ωB97M-V/def2-TZVPD.

Geometry as XYZ:
```
12
Properties=species:S:1:pos:R:3:mulliken_charge:R:1
C -0.418 -1.325 0.289 -1.14
C 0.621 -0.225 0.236 0.72
N 1.806 -0.302 0.692 -0.71
N 0.329 0.968 -0.440 -0.15
C -0.849 1.635 -0.659 0.04
O -0.891 2.714 -1.208 -0.53
H 0.089 -2.274 0.085 0.34
H -1.213 -1.208 -0.452 0.34
H -0.871 -1.405 1.282 0.29
H 1.990 -1.218 1.093 0.24
H 1.158 1.516 -0.634 0.27
H -1.751 1.123 -0.284 0.28
```

The calculation puts the total energy at -302.6695 hartree. As for the structure (SMILES): [H]/N=C(\C)NC=O. As for the total charge: 0. For the energy above the lowest of the compared OMol25 structures with the same formula, charge and spin, the calculation gives 62.1 kJ/mol.

=====

This record from OMol25 describes a 3-piece molecular cluster, C3H6N2O overall. The level of theory is ωB97M-V/def2-TZVPD.

Geometry as XYZ:
```
12
Properties=species:S:1:pos:R:3:mulliken_charge:R:1
N 0.710 0.687 1.362 -0.52
C 0.927 -0.378 0.707 -0.23
C -1.219 -0.622 -0.994 -0.15
O -2.083 0.140 -0.642 -0.42
C 1.741 -0.427 -0.494 0.35
N 2.452 -0.437 -1.407 -0.36
H 1.077 1.514 0.882 0.29
H -1.018 1.417 1.188 0.23
H 0.550 -1.324 1.091 0.44
H -0.469 -0.350 -1.759 0.29
H -1.146 -1.643 -0.574 0.26
H -1.523 1.423 0.640 -0.19
```

The calculation puts the total energy at -302.5321 hartree. As for the structure (SMILES): [H]/N=C\C#N.[H][H].C=O. As for the total charge: 0. For the energy above the lowest of the compared OMol25 structures with the same formula, charge and spin, the calculation gives 422.7 kJ/mol.

=====

This record from OMol25 describes one molecule with the formula C3H6N2O. The level of theory is ωB97M-V/def2-TZVPD.

Geometry as XYZ:
```
12
Properties=species:S:1:pos:R:3:mulliken_charge:R:1
N 1.970 0.434 -0.323 -0.39
C 0.969 -0.441 -0.018 0.60
O 1.124 -1.445 0.649 -0.59
N -0.272 -0.021 -0.570 -0.35
C -1.452 -0.662 -0.027 -0.32
C -1.140 0.742 0.329 -0.36
H 1.837 1.062 -1.100 0.23
H 2.910 0.137 -0.112 0.25
H -2.226 -0.877 -0.758 0.23
H -1.273 -1.425 0.726 0.24
H -1.679 1.567 -0.130 0.21
H -0.768 0.930 1.335 0.23
```

The calculation puts the total energy at -302.6509 hartree. As for the structure (SMILES): NC(=O)N1CC1. As for the total charge: 0. For the energy above the lowest of the compared OMol25 structures with the same formula, charge and spin, the calculation gives 110.8 kJ/mol.

=====

This record from OMol25 describes one molecule with the formula C3H6N2O. The level of theory is ωB97M-V/def2-TZVPD.

Geometry as XYZ:
```
12
Properties=species:S:1:pos:R:3:mulliken_charge:R:1
C -2.173 -0.126 -0.821 -0.74
N -0.954 -0.713 -0.295 -0.51
C 0.053 0.040 -0.193 0.12
N 1.260 -0.437 0.302 -0.10
C 2.400 0.316 0.425 0.17
O 3.456 -0.108 0.831 -0.54
H -2.700 0.436 -0.042 0.29
H -1.997 0.551 -1.668 0.30
H -2.838 -0.926 -1.153 0.27
H 0.079 1.103 -0.469 0.20
H 1.308 -1.418 0.549 0.30
H 2.245 1.365 0.111 0.22
```

The calculation puts the total energy at -302.6580 hartree. As for the structure (SMILES): C/N=C/NC=O. As for the total charge: 0. For the energy above the lowest of the compared OMol25 structures with the same formula, charge and spin, the calculation gives 92.2 kJ/mol.

=====

This record from OMol25 describes one molecule with the formula C3H6N2O. The level of theory is ωB97M-V/def2-TZVPD.

Geometry as XYZ:
```
12
Properties=species:S:1:pos:R:3:mulliken_charge:R:1
C -1.459 0.811 0.451 0.02
C -0.985 -1.195 -0.708 -0.20
C 1.811 0.249 0.237 -0.80
N -0.253 1.158 0.344 -0.33
N 0.576 0.534 -0.407 -0.19
O -1.789 -0.547 0.185 -0.29
H -2.233 1.358 0.920 0.40
H -1.270 -0.984 -1.805 0.18
H -0.999 -2.281 -0.383 0.22
H 1.786 0.230 1.279 0.39
H 2.459 -0.519 -0.262 0.29
H 2.355 1.186 0.148 0.31
```

The calculation puts the total energy at -302.4889 hartree. As for the total charge: 0. For the energy above the lowest of the compared OMol25 structures with the same formula, charge and spin, the calculation gives 536.1 kJ/mol.

=====

This record from OMol25 describes one molecule with the formula C3H6N2O. The level of theory is ωB97M-V/def2-TZVPD.

Geometry as XYZ:
```
12
Properties=species:S:1:pos:R:3:mulliken_charge:R:1
N 1.799 0.556 -0.522 -0.39
C 0.965 0.260 0.497 0.29
O 1.291 -0.075 1.615 -0.55
C -0.501 0.312 0.231 0.03
C -1.267 -0.527 -0.679 -0.47
N -1.007 -0.816 0.932 -0.53
H 2.780 0.361 -0.407 0.25
H 1.390 0.578 -1.441 0.24
H -1.007 1.255 0.442 0.35
H -0.793 -1.317 -1.265 0.28
H -2.157 -0.117 -1.183 0.28
H -1.492 -0.471 1.779 0.23
```

The calculation puts the total energy at -302.5914 hartree. As for the structure (SMILES): NC(=O)[C@H]1CN1. As for the total charge: 0. For the energy above the lowest of the compared OMol25 structures with the same formula, charge and spin, the calculation gives 267.1 kJ/mol.

=====

This record from OMol25 describes one molecule with the formula C3H6N2O. The level of theory is ωB97M-V/def2-TZVPD.

Geometry as XYZ:
```
12
Properties=species:S:1:pos:R:3:mulliken_charge:R:1
C -1.328 0.348 -0.072 0.56
C 1.209 0.539 0.001 0.00
C 2.428 0.010 0.038 -0.69
H -3.206 -0.189 -0.084 0.28
H -2.147 -1.601 -0.158 0.24
H 0.091 -1.168 0.013 0.21
H 1.070 1.610 0.391 0.23
H 2.470 -1.041 -0.258 0.25
H 3.308 0.660 0.210 0.24
N -2.309 -0.597 0.175 -0.46
N -0.035 -0.138 -0.194 -0.24
O -1.551 1.569 -0.062 -0.61
```

The calculation puts the total energy at -302.6570 hartree. As for the structure (SMILES): C=CNC(N)=O. As for the total charge: 0. For the energy above the lowest of the compared OMol25 structures with the same formula, charge and spin, the calculation gives 94.8 kJ/mol.